DFT (ωB97M-V/def2-TZVPD) results for C27H44N3OsP3Se as an isolated structure in a non-equilibrium geometry.

As for the HOMO energy (alpha / beta): -17.56 / -19.39 eV. The value obtained for the gap between HOMO and LUMO (alpha / beta) is 6.33 / 2.72 eV. As for the expectation value of S²: 6.0330. The calculation puts the lowest unoccupied orbital energy (alpha / beta) at -11.23 / -16.68 eV. The calculated total energy is -128817.208 eV.

The geometry in ORCA input format:
```
! wB97M-V def2-TZVPD RIJCOSX def2/J DEFGRID3
* xyz 4 5
Os -0.232 0.033 -0.606
P 0.094 2.039 0.583
P -2.505 0.193 -0.546
P 2.001 -0.285 -0.964
H -1.741 -2.389 -3.946
C -0.967 -3.052 -3.536
C -0.660 -3.044 -2.238
H -1.220 -2.401 -1.607
C 0.728 3.505 -0.342
C -1.356 2.872 1.390
C 1.275 2.129 2.025
C -3.010 -1.021 -1.826
C -3.351 -0.317 0.995
C -3.388 1.712 -1.076
C 2.211 -1.697 -2.100
C 3.055 -0.645 0.499
C 2.980 1.056 -1.755
H -0.529 -3.728 -4.307
H 0.072 -3.708 -1.780
H 0.934 4.303 0.392
H -0.015 3.895 -1.053
H 1.662 3.279 -0.878
H -1.044 3.244 2.377
H -2.220 2.211 1.522
H -1.684 3.717 0.772
H 1.040 3.053 2.565
H 2.309 2.201 1.675
H 1.208 1.314 2.760
H -4.060 -0.913 -2.064
H -2.824 -2.041 -1.459
H -2.427 -0.892 -2.751
H -4.433 -0.137 0.891
H -3.011 0.236 1.883
H -3.176 -1.386 1.175
H -4.466 1.524 -0.993
H -3.129 1.933 -2.118
H -3.119 2.573 -0.458
H 3.250 -1.803 -2.428
H 1.595 -1.587 -2.997
H 1.896 -2.624 -1.609
H 4.025 -0.125 0.429
H 3.260 -1.723 0.577
H 2.608 -0.332 1.454
H 3.851 0.632 -2.275
H 3.336 1.773 -1.004
H 2.369 1.587 -2.493
C 0.342 0.733 -4.578
C 0.287 -0.609 -4.901
C 0.700 -1.060 -6.152
C 1.239 -0.124 -7.057
C 1.375 1.228 -6.694
C 0.904 1.664 -5.443
Se -0.341 1.366 -2.796
H -0.927 -0.019 -2.791
H -0.064 -1.284 -4.127
H 0.597 -2.111 -6.396
H 1.571 -0.455 -8.039
H 1.859 1.943 -7.353
H 0.993 2.692 -5.103
N 0.171 0.765 9.924
C 0.159 0.378 8.811
C 0.070 -0.129 7.473
C -0.619 0.628 6.509
C -0.636 0.219 5.165
C -0.009 -0.992 4.822
C 0.488 -1.854 5.811
C 0.497 -1.429 7.148
N 0.032 -1.362 3.457
C 0.510 -2.541 2.887
C 0.393 -2.387 1.532
N -0.103 -1.119 1.246
C -0.380 -0.560 2.429
H -1.201 1.518 6.786
H -1.189 0.808 4.402
H 0.808 -2.875 5.547
H 0.817 -2.099 7.936
H 0.812 -3.375 3.484
H 0.599 -3.057 0.726
H -0.949 0.334 2.583
*
```